ORCA calculation (wB97M-V/def2-TZVPD) on 2 unconnected molecules or ions with the total composition C4H11N2.

Structure (XYZ):
```
17
C4H11N2, DFT wB97M-V/def2-TZVPD
H 0.502 -0.255 -5.334
H 0.800 -1.281 -3.870
H -1.555 0.786 1.001
C -0.761 -2.141 1.101
H 1.524 0.229 -4.105
N 0.706 -0.344 -4.348
H 1.110 -1.115 0.916
H -0.591 -3.026 0.381
H -0.684 -2.608 2.105
N -0.203 2.892 1.588
C 0.160 1.489 1.778
H 1.134 1.017 2.116
H 0.608 3.412 1.158
C 0.057 -0.960 0.926
H -0.417 3.303 2.477
H -1.865 -1.785 0.905
C -0.526 0.388 1.205
```

Summary:
charge = +1
ΔE to the lowest compared entry with this formula, charge and spin = 5.090 eV
lowest unoccupied orbital energy = -7.2 eV
energy = -7295.8579 eV
orbital gap = 0.177 Eh



ORCA calculation (wB97M-V/def2-TZVPD) on a gas-phase ion, C4H11N2 (charge +1).

Structure (XYZ):
```
17
C4H11N2, DFT wB97M-V/def2-TZVPD
N -0.530 0.920 -2.681
H 1.939 -0.270 1.943
H -0.735 -0.916 -0.551
C -0.966 0.993 -1.222
C 1.222 -0.585 1.339
N 0.421 -1.755 2.036
H 1.087 -2.524 2.334
H -0.623 0.793 1.721
H 1.734 -1.105 0.564
H 0.231 -1.446 3.007
H -1.421 1.974 -0.976
C 0.164 0.449 0.986
H 0.425 1.474 -2.942
H -1.455 1.141 -3.195
C -0.550 0.050 -0.290
H 0.893 1.451 0.714
H -0.525 -0.168 -2.981
```

Summary:
charge = +1
ΔE to the lowest compared entry with this formula, charge and spin = 5.212 eV
lowest unoccupied orbital energy = -4.6 eV
energy = -7295.7358 eV
SMILES string = NCC/C=C/[NH3+]
orbital gap = 0.310 Eh